Entry one
DFT (the ωB97M-V functional and the def2-TZVPD basis) results for an isolated molecule of C4H12N2O.

CARTESIAN COORDINATES (ANGSTROEM)
N1 -1.641 -0.071 0.279
H1 1.544 -1.987 -0.495
H2 2.673 0.048 -0.820
H3 1.425 -0.591 1.679
C1 0.640 -1.024 1.065
H4 -1.144 1.530 -1.115
O1 1.395 0.154 -2.287
N2 1.017 -1.141 -0.358
C2 -1.800 1.287 -0.264
C3 -0.576 -0.135 1.321
H5 -1.045 -0.533 2.233
H6 -0.238 0.846 1.651
H7 0.478 -2.016 1.472
C4 1.571 0.079 -0.881
H8 1.047 0.890 -0.371
H9 0.467 -0.047 -2.500
H10 -2.822 1.289 -0.663
H11 -1.799 2.106 0.457
H12 -1.193 -0.681 -0.403

**Spin multiplicity**: 1
**Structure (SMILES)**: CNCCNCO
**HOMO level**: -0.328 Ha

natural (NBO) charges in e: number 1, N, carries -0.6305; number 2, H, carries 0.3774; number 3, H, carries 0.1626; number 4, H, carries 0.1744; number 5, C, carries -0.2419; number 6, H, carries 0.1701; number 7, O, carries -0.7229; number 8, N, carries -0.6650; number 9, C, carries -0.4292; number 10, C, carries -0.2483; number 11, H, carries 0.1943; number 12, H, carries 0.1776; number 13, H, carries 0.2010; number 14, C, carries 0.0887; number 15, H, carries 0.1608; number 16, H, carries 0.4655; number 17, H, carries 0.2001; number 18, H, carries 0.1990; number 19, H, carries 0.3663



Entry two
DFT (the ωB97M-V functional and the def2-TZVPD basis) results for a cluster of 2 separate species, C4H12N2O in total.

CARTESIAN COORDINATES (ANGSTROEM)
H1 1.267 -0.428 1.974
O1 3.291 -2.129 0.206
H2 -0.401 -0.939 -0.431
C1 -0.580 1.819 -0.518
H3 -2.297 -0.410 0.066
H4 2.951 -2.906 -0.378
H5 1.108 1.539 1.065
H6 -0.021 2.381 -1.239
C2 0.238 -0.412 0.338
N1 0.934 -1.152 1.284
C3 -1.736 1.121 -1.367
H7 -1.338 0.359 -2.053
H8 -1.051 2.619 0.036
H9 -3.164 1.089 0.230
H10 -2.511 1.924 -1.828
H11 0.318 -1.678 1.845
C4 0.285 0.973 0.344
N2 -2.785 0.359 -0.501
H12 2.523 -1.974 0.812

**Spin multiplicity**: 1
**Structure (SMILES)**: N/C=C/CCN.O
**HOMO level**: -0.320 Ha

natural (NBO) charges in e: number 1, H, carries 0.3715; number 2, O, carries -0.9736; number 3, H, carries 0.1989; number 4, C, carries -0.4722; number 5, H, carries 0.3470; number 6, H, carries 0.4570; number 7, H, carries 0.2029; number 8, H, carries 0.2162; number 9, C, carries -0.0335; number 10, N, carries -0.8322; number 11, C, carries -0.2171; number 12, H, carries 0.1961; number 13, H, carries 0.2099; number 14, H, carries 0.3471; number 15, H, carries 0.2130; number 16, H, carries 0.3718; number 17, C, carries -0.2367; number 18, N, carries -0.8511; number 19, H, carries 0.4852



Entry three
DFT (the ωB97M-V functional and the def2-TZVPD basis) results for a cluster of 2 separate species, C4H12N2O in total.

CARTESIAN COORDINATES (ANGSTROEM)
H1 0.050 -0.210 -2.073
H2 -0.040 -0.704 1.941
C1 0.780 -0.766 1.294
N1 -1.340 0.702 -0.694
O1 0.558 3.012 -0.306
H3 0.755 0.695 -0.741
C2 -2.435 0.497 -1.320
H4 1.673 -2.648 1.287
H5 -0.385 2.975 -0.185
H6 2.686 -1.366 1.884
H7 -2.780 -0.075 -2.092
H8 1.109 0.226 1.164
C3 -0.058 0.006 -0.986
H9 0.746 -2.017 -0.525
H10 -3.349 1.149 -1.189
H11 -0.837 -1.550 0.255
N2 1.733 -1.706 1.729
C4 0.120 -1.213 -0.036
H12 1.012 2.993 0.591

**Spin multiplicity**: 1
**Structure (SMILES)**: C=NCCCN.O
**HOMO level**: -0.318 Ha

natural (NBO) charges in e: number 1, H, carries 0.1827; number 2, H, carries 0.1651; number 3, C, carries -0.2098; number 4, N, carries -0.4133; number 5, O, carries -0.9557; number 6, H, carries 0.2196; number 7, C, carries -0.0504; number 8, H, carries 0.3694; number 9, H, carries 0.4877; number 10, H, carries 0.3751; number 11, H, carries 0.1481; number 12, H, carries 0.1796; number 13, C, carries -0.2544; number 14, H, carries 0.2021; number 15, H, carries 0.1491; number 16, H, carries 0.2067; number 17, N, carries -0.8667; number 18, C, carries -0.4077; number 19, H, carries 0.4726



Which is most stable, and by how much? entry one, by 0.0323 hartree.



Entry one
DFT (the ωB97M-V functional and the def2-TZVPD basis) results for an isolated molecule of C4H12N2O.

CARTESIAN COORDINATES (ANGSTROEM)
H1 1.711 -2.380 0.976
C1 -0.184 -1.269 1.056
N1 -0.071 -0.895 -0.289
H2 -1.176 -1.605 1.370
H3 0.439 -3.359 0.605
H4 0.243 -0.579 1.786
C2 -0.757 1.080 -1.717
H5 -0.820 2.157 -1.869
H6 0.984 2.479 -0.078
H7 1.786 1.008 -0.653
C3 -0.320 0.777 -0.293
O1 -1.333 1.297 0.536
C4 1.034 1.395 0.030
H8 1.342 1.167 1.050
N2 0.745 -2.599 1.206
H9 -0.802 -1.330 -0.842
H10 -1.028 1.335 1.449
H11 -1.746 0.661 -1.896
H12 -0.049 0.660 -2.425

**Spin multiplicity**: 1
**Structure (SMILES)**: CC(C)(O)NCN
**HOMO level**: -0.313 Ha

natural (NBO) charges in e: number 1, H, carries 0.3508; number 2, C, carries -0.0539; number 3, N, carries -0.6639; number 4, H, carries 0.1739; number 5, H, carries 0.3484; number 6, H, carries 0.1752; number 7, C, carries -0.6384; number 8, H, carries 0.2167; number 9, H, carries 0.2184; number 10, H, carries 0.2313; number 11, C, carries 0.4245; number 12, O, carries -0.7181; number 13, C, carries -0.6588; number 14, H, carries 0.2050; number 15, N, carries -0.8765; number 16, H, carries 0.3578; number 17, H, carries 0.4709; number 18, H, carries 0.2170; number 19, H, carries 0.2197



Entry two
DFT (the ωB97M-V functional and the def2-TZVPD basis) results for an isolated molecule of C4H12N2O.

CARTESIAN COORDINATES (ANGSTROEM)
H1 1.890 1.147 0.898
H2 0.627 -0.720 -2.755
C1 0.284 0.139 -0.020
H3 0.093 0.522 2.135
H4 -1.644 1.133 0.040
H5 0.495 -1.902 -0.798
C2 1.727 0.363 0.024
C3 -0.525 1.415 -0.190
O1 -0.324 -0.662 -2.297
H6 2.138 0.791 -0.817
H7 -1.095 -1.339 -0.668
H8 -0.286 2.359 0.489
C4 -0.129 -1.003 -0.931
H9 -2.254 -0.475 1.230
H10 2.375 -0.429 0.370
N1 -1.432 -0.891 1.713
H11 -0.450 1.782 -1.147
N2 -0.166 -0.381 1.564
H12 -1.322 -1.849 1.160

**Spin multiplicity**: 1
**Structure (SMILES)**: CC(C)(CO)NN
**HOMO level**: -0.312 Ha

natural (NBO) charges in e: number 1, H, carries 0.1996; number 2, H, carries 0.4632; number 3, C, carries 0.0692; number 4, H, carries 0.3458; number 5, H, carries 0.1996; number 6, H, carries 0.1744; number 7, C, carries -0.6266; number 8, C, carries -0.6181; number 9, O, carries -0.7095; number 10, H, carries 0.2137; number 11, H, carries 0.1724; number 12, H, carries 0.2141; number 13, C, carries -0.0888; number 14, H, carries 0.3173; number 15, H, carries 0.2283; number 16, N, carries -0.6288; number 17, H, carries 0.2161; number 18, N, carries -0.4773; number 19, H, carries 0.3353



Which is most stable, and by how much? entry one, by 0.0789 hartree.



Entry one
DFT (the ωB97M-V functional and the def2-TZVPD basis) results for a structure of composition C7H16.

CARTESIAN COORDINATES (ANGSTROEM)
H1 0.066 1.477 1.521
H2 0.519 3.452 0.034
H3 -2.376 -0.449 1.205
H4 0.655 2.218 -1.292
C1 -1.960 -1.813 -0.476
H5 -0.971 -1.937 -1.025
H6 -2.405 -3.103 -0.296
C2 -0.908 0.190 -0.100
H7 -2.765 -1.315 -1.194
H8 -1.449 1.959 1.064
C3 2.386 -1.476 0.057
H9 -1.519 0.434 -0.970
C4 -0.030 2.552 -0.406
H10 1.540 -1.746 -0.406
H11 3.761 0.162 0.162
H12 3.139 -2.253 0.495
H13 0.048 -0.133 -0.634
C5 -1.466 -0.847 0.688
C6 -0.571 1.521 0.504
H14 2.044 0.300 -0.481
H15 -1.000 3.000 -0.823
C7 2.805 -0.259 -0.049
H16 -0.827 -1.278 1.335

**Spin multiplicity**: 1
**HOMO level**: -0.380 Ha

natural (NBO) charges in e: number 1, H, carries 0.1899; number 2, H, carries 0.2239; number 3, H, carries 0.1981; number 4, H, carries 0.2080; number 5, C, carries -0.5985; number 6, H, carries 0.1961; number 7, H, carries 0.1969; number 8, C, carries -0.3966; number 9, H, carries 0.2150; number 10, H, carries 0.2004; number 11, C, carries -0.3706; number 12, H, carries 0.2023; number 13, C, carries -0.6234; number 14, H, carries 0.1823; number 15, H, carries 0.2026; number 16, H, carries 0.1855; number 17, H, carries 0.1838; number 18, C, carries -0.4112; number 19, C, carries -0.4036; number 20, H, carries 0.1800; number 21, H, carries 0.2067; number 22, C, carries -0.3805; number 23, H, carries 0.2128



Entry two
DFT (the ωB97M-V functional and the def2-TZVPD basis) results for a structure of composition C7H16.

CARTESIAN COORDINATES (ANGSTROEM)
H1 -2.540 -0.409 -1.634
C1 -0.547 -0.281 -0.816
C2 -1.930 -0.869 -0.850
H2 2.241 -0.221 1.244
C3 0.295 -0.612 0.394
H3 -0.427 2.482 0.086
H4 3.461 0.181 -0.918
H5 -1.318 -0.897 1.865
H6 -2.508 -0.870 0.088
C4 2.502 -0.348 -0.895
H7 2.714 -1.425 -0.896
H8 -1.855 1.447 0.434
H9 -0.383 0.596 2.079
H10 -0.584 1.022 -1.042
H11 0.445 -1.696 0.221
H12 -1.792 -1.920 -1.140
H13 1.949 -0.118 -1.810
C5 -0.316 -0.462 1.796
H14 -1.772 2.351 -1.110
C6 -1.194 1.832 -0.340
H15 1.563 1.135 0.364
H16 0.312 -0.959 2.545
C7 1.686 0.042 0.334

**Spin multiplicity**: 1
**HOMO level**: -0.277 Ha

natural (NBO) charges in e: number 1, H, carries 0.2211; number 2, C, carries -0.0322; number 3, C, carries -0.7110; number 4, H, carries 0.1972; number 5, C, carries -0.3362; number 6, H, carries 0.2194; number 7, H, carries 0.2055; number 8, H, carries 0.2055; number 9, H, carries 0.1794; number 10, C, carries -0.6097; number 11, H, carries 0.1973; number 12, H, carries 0.2217; number 13, H, carries 0.2023; number 14, H, carries 0.2365; number 15, H, carries 0.2354; number 16, H, carries 0.2453; number 17, H, carries 0.2254; number 18, C, carries -0.6168; number 19, H, carries 0.2263; number 20, C, carries -0.7330; number 21, H, carries 0.1904; number 22, H, carries 0.2124; number 23, C, carries -0.3825



Which is most stable, and by how much? entry two, by 0.0067 hartree.